Entry 1:
12
Properties=species:S:1:pos:R:3 method="wB97M-V/def2-TZVPD" spin_multiplicity=3 total_charge=+1 relative_energy_ev=0.393 largest_force_ev_per_a=5.0 mol_weight_g_mol=94.1 gap_ev="4.80 / 6.60" e_tot_ev=-10117.185
C -0.178 0.587 -0.920
C -1.181 -0.707 2.097
C -0.225 -0.138 0.327
N 1.087 0.475 -1.694
F -2.444 -0.381 2.037
F 0.920 -0.702 0.604
H -0.835 1.235 -1.562
H -0.593 -0.223 2.867
H -1.015 -1.712 2.078
H 1.866 -0.147 -1.321
H 1.678 1.396 -1.740
H 0.920 0.318 -2.774


Entry 2:
90
Properties=species:S:1:pos:R:3 method="wB97M-V/def2-TZVPD" spin_multiplicity=3 total_charge=-2 relative_energy_ev=1.618 largest_force_ev_per_a=3.0 mol_weight_g_mol=1036.6 gap_ev="4.39 / 4.79" e_tot_ev=-120179.737
Ti 0.054 -0.322 0.109
C 2.067 -0.333 3.382
C 1.508 0.810 2.598
O 0.913 0.623 1.535
N 1.708 2.077 3.029
C 1.008 3.142 2.339
C -0.413 3.310 2.785
C -1.077 4.510 2.557
C -2.422 4.580 2.867
C -3.048 3.466 3.408
C -2.287 2.329 3.635
N -0.992 2.260 3.338
H 2.072 -1.213 2.741
H 1.419 -0.535 4.238
H 3.076 -0.107 3.728
H 1.786 2.165 4.035
H 0.988 2.882 1.283
H 1.548 4.086 2.446
H -0.561 5.345 2.102
H -2.974 5.492 2.676
H -4.102 3.467 3.646
H -2.724 1.435 4.061
I 3.707 0.134 -0.409
C 3.534 -1.895 -0.840
C 4.638 -2.423 -1.488
C 4.689 -3.774 -1.804
C 3.616 -4.575 -1.449
C 2.513 -4.061 -0.790
C 1.399 -4.967 -0.500
C 0.395 -4.594 0.277
C 0.344 -3.234 0.890
C 1.226 -2.179 0.222
C 2.407 -2.673 -0.435
H 5.464 -1.774 -1.746
H 5.547 -4.184 -2.321
H 3.617 -5.630 -1.703
H 1.421 -5.954 -0.950
H -0.415 -5.286 0.487
H 0.703 -3.329 1.936
S -0.121 -1.732 -2.205
C -1.698 -1.480 -2.887
C -1.961 -2.058 -4.206
N -2.144 -2.509 -5.250
C -2.683 -0.774 -2.279
S -2.532 -0.006 -0.731
C -3.961 -0.627 -2.975
N -4.969 -0.510 -3.521
I -1.392 -1.704 5.827
C -1.341 -2.171 3.808
C -1.951 -3.384 3.310
C -1.915 -3.628 1.995
C -1.118 -2.737 1.073
N -0.991 -1.361 1.582
C -1.002 -1.198 2.899
H -2.502 -4.030 3.984
H -2.465 -4.463 1.579
H -1.588 -2.691 0.084
H -0.779 -0.195 3.244
C -4.820 2.149 -6.021
C -4.646 3.085 -4.855
C -5.651 3.991 -4.539
C -5.548 4.813 -3.426
C -4.413 4.741 -2.637
C -3.394 3.850 -2.950
N -2.266 3.801 -2.085
C -0.989 4.029 -2.566
C -0.769 4.950 -3.594
C 0.513 5.191 -4.063
C 1.608 4.516 -3.539
C 1.388 3.568 -2.547
C 0.121 3.325 -2.048
C -0.098 2.245 -1.029
O -0.845 2.460 -0.059
O 0.514 1.146 -1.220
C -3.498 2.999 -4.051
C -2.445 1.971 -4.360
H -5.674 2.446 -6.631
H -4.991 1.129 -5.667
H -3.934 2.122 -6.657
H -6.536 4.030 -5.164
H -6.344 5.503 -3.178
H -4.288 5.367 -1.764
H -2.327 3.156 -1.302
H -1.616 5.472 -4.022
H 0.654 5.915 -4.858
H 2.604 4.692 -3.921
H 2.203 2.962 -2.168
H -1.801 2.300 -5.182
H -2.902 1.029 -4.660
H -1.809 1.761 -3.501